Entry 1:
108
Properties=species:S:1:pos:R:3 method="wB97M-V/def2-TZVPD" energy_ha=-2266.965731 lumo_ev=0.35 homo_lumo_gap_ev=9.17 smiles=COCCNCCOC.COCCNCCOC.OCCO.OCCO.OCCO.OCCO.OCCO.OCCO homo_ev=-8.82 e_above_lowest_ev=6.420
C 3.20948 -2.06507 0.34114
O 2.18448 -1.21707 0.80814
C 1.91448 -0.96307 2.14914
C 0.95548 -2.00007 2.48314
N 0.41848 -2.01007 3.87214
C -0.70752 -1.05707 4.11214
C -0.39352 0.44593 4.23414
O -1.65052 0.91493 4.71014
C -2.02852 2.27593 4.33114
H 4.09548 -1.45507 0.35114
H 3.08048 -2.41007 -0.71586
H 3.38848 -2.94407 0.95614
H 1.35948 0.04793 2.29114
H 2.90848 -0.96207 2.62714
H 1.45948 -3.02407 2.47814
H 0.21948 -2.05307 1.74514
H 1.07048 -1.94907 4.62614
H -1.14052 -1.47707 5.00714
H -1.49752 -1.17507 3.35314
H -0.15052 0.80693 3.29414
H 0.34048 0.77893 5.01714
H -1.30552 2.81793 4.98814
H -3.03652 2.41393 4.66214
H -1.80052 2.35893 3.25514
C 0.34348 -4.61307 -0.71086
O -0.74552 -3.80707 -1.23186
C -0.38552 -2.46207 -1.51686
C -1.73652 -1.70307 -1.92586
N -1.45452 -0.24907 -2.04686
C -2.52752 0.42793 -2.64286
C -2.17152 0.97193 -3.99886
O -3.10852 2.06193 -4.12986
C -2.98252 2.62093 -5.36786
H -0.03352 -5.64507 -0.51286
H 0.83148 -4.29007 0.20814
H 1.08448 -4.60707 -1.52986
H 0.38748 -2.35807 -2.28286
H 0.10148 -1.95807 -0.64286
H -2.52652 -2.01707 -1.20086
H -2.03352 -2.13307 -2.89886
H -0.56352 -0.20607 -2.66886
H -2.55852 1.31393 -2.08686
H -3.48352 -0.15707 -2.54086
H -2.47152 0.16893 -4.66686
H -1.12552 1.07793 -4.16786
H -3.35152 1.93193 -6.14786
H -1.94952 2.75793 -5.65586
H -3.53152 3.60993 -5.41886
O 4.39748 0.82593 3.15914
C 3.50848 2.01593 3.12314
C 4.35148 3.20193 2.74814
O 4.69648 3.26293 1.36314
H 4.71748 0.60893 2.31714
H 2.65148 1.95893 2.45414
H 3.13748 2.29293 4.21714
H 5.35448 3.21893 3.20814
H 3.92148 4.18593 3.05214
H 4.24348 2.53893 0.91114
O 1.01948 0.72893 -0.64486
C 0.59648 2.03093 -0.27686
C -0.66752 1.69693 0.49214
O -0.93752 0.41193 0.79514
H 0.88148 0.14893 0.12414
H 1.42048 2.62693 0.18814
H 0.28648 2.57893 -1.11686
H -1.56652 2.08593 -0.17386
H -0.58952 2.27593 1.35714
H -1.52452 -0.02207 0.13814
O 1.04348 0.00793 -3.35486
C 1.87848 0.60193 -4.28286
C 1.53448 2.09293 -4.46486
O 2.67148 2.69993 -4.96086
H 1.19648 0.51393 -2.47386
H 2.92048 0.52493 -3.91086
H 2.05548 0.09693 -5.31086
H 1.23448 2.64193 -3.47786
H 0.74148 2.17193 -5.25686
H 2.85448 2.46893 -5.86186
O -3.10152 -4.75407 -0.25986
C -3.61152 -4.32707 1.02414
C -2.55152 -3.42107 1.67114
O -3.07252 -2.97207 2.87814
H -2.88952 -3.96007 -0.77486
H -4.42552 -3.72407 0.62714
H -4.00152 -5.04007 1.71214
H -2.35952 -2.54507 1.07714
H -1.61952 -3.90307 1.64314
H -2.53352 -3.42907 3.49614
O 4.50648 2.18793 -2.86086
C 3.75148 2.15093 -1.66786
C 4.18348 0.86293 -0.96086
O 3.57448 1.02393 0.36014
H 3.98548 2.76893 -3.43986
H 4.09148 3.05193 -1.16086
H 2.75448 2.27193 -2.04586
H 5.25148 0.81593 -0.96686
H 3.92348 -0.05507 -1.39286
H 2.87248 0.38193 0.45214
O -3.90352 1.80493 0.05914
C -4.45052 0.56493 0.46014
C -4.25652 0.14793 1.92514
O -4.92152 -1.01307 2.35814
H -4.40352 2.14893 -0.70786
H -5.53252 0.70193 0.36714
H -4.02752 -0.28807 -0.15886
H -4.63052 0.87093 2.56414
H -3.18752 0.11893 2.16814
H -4.34552 -1.77507 2.28214



Entry 2:
102
Properties=species:S:1:pos:R:3 method="wB97M-V/def2-TZVPD" energy_ha=-1733.820464 lumo_ev=0.64 homo_lumo_gap_ev=9.50 smiles=COC[C@H](C)N.COC[C@H](C)N.COC[C@H](C)N.COC[C@H](C)N.COC[C@H](C)N.COC[C@H](C)N homo_ev=-8.86 e_above_lowest_ev=2.059
C 1.36492 0.57690 -2.66024
O 0.11044 1.16802 -2.99376
C -0.76643 0.32088 -3.68299
C -2.02386 1.03712 -4.08721
C -2.73580 1.71406 -2.90083
N -3.00872 0.11348 -4.74856
H 1.40904 -0.51389 -2.64207
H 1.65008 0.96775 -1.68745
H 2.03708 0.91699 -3.45234
H -0.19883 -0.10483 -4.52967
H -1.06983 -0.58447 -3.12753
H -1.84341 1.83728 -4.81666
H -2.29559 2.70304 -2.73729
H -2.55499 1.15293 -1.98230
H -3.79182 1.92518 -3.06414
H -3.73318 0.77720 -5.01073
H -2.60003 -0.16955 -5.63880
C 1.24180 -3.44660 3.93956
O 2.49900 -3.64694 3.33558
C 2.64737 -5.02159 2.96544
C 3.90631 -5.25553 2.12358
C 4.04087 -6.75641 1.83781
N 5.12198 -4.72407 2.69814
H 0.85893 -2.44669 3.72304
H 1.34953 -3.50099 5.02964
H 0.42616 -4.13155 3.69240
H 2.59660 -5.63863 3.87205
H 1.79548 -5.36109 2.36018
H 3.67923 -4.80270 1.15406
H 4.97701 -7.12407 1.42719
H 3.28100 -7.10128 1.12543
H 3.79966 -7.32348 2.74434
H 5.15356 -4.86783 3.70221
H 5.16369 -3.71746 2.55922
C 1.10244 5.89683 1.08085
O 0.53318 5.53918 -0.15740
C 1.25882 6.02886 -1.25435
C 0.55915 5.57185 -2.53978
C 0.59387 4.07218 -2.78539
N 1.12260 6.31945 -3.71351
H 0.94046 6.91649 1.44503
H 2.11317 5.50841 1.20039
H 0.48236 5.37956 1.82164
H 1.24491 7.12775 -1.22906
H 2.31091 5.71195 -1.30937
H -0.49997 5.83246 -2.45522
H 1.64524 3.77162 -2.89136
H 0.09773 3.76416 -3.69883
H 0.27654 3.52336 -1.89844
H 1.92702 6.83712 -3.36918
H 0.43963 7.03656 -3.93622
C 6.05449 1.11024 3.76718
O 4.73667 0.69808 4.03452
C 4.37940 -0.54010 3.47488
C 3.98292 -0.50601 1.99340
C 2.64344 0.17552 1.74302
N 4.03773 -1.87102 1.50295
H 6.70118 0.59889 4.48632
H 6.20396 2.17202 3.98229
H 6.35735 1.02372 2.72169
H 5.20979 -1.24903 3.55749
H 3.53222 -0.89769 4.06365
H 4.76188 0.08423 1.49505
H 2.74963 1.22073 2.06177
H 1.92051 -0.27347 2.42743
H 2.31447 0.23014 0.70869
H 3.82080 -2.00231 0.51986
H 3.33735 -2.47739 1.94744
C -5.90895 -0.41922 0.59200
O -5.11322 -0.47418 -0.56239
C -4.91855 -1.74262 -1.18259
C -6.17280 -2.17519 -1.93767
C -5.97433 -3.55620 -2.53967
N -6.49718 -1.17354 -2.95782
H -5.56699 -1.08106 1.39337
H -6.96562 -0.64437 0.40341
H -5.84615 0.61968 0.91371
H -4.06483 -1.61145 -1.84900
H -4.62748 -2.49604 -0.44081
H -7.04754 -2.28959 -1.28974
H -6.89533 -4.08471 -2.78357
H -5.40099 -4.21625 -1.87702
H -5.36248 -3.54781 -3.44683
H -5.83466 -0.41033 -2.98433
H -7.39243 -0.73704 -2.78152
C -0.09569 2.84088 1.46397
O -0.18898 1.42077 1.47139
C -1.53528 1.03203 1.33853
C -1.51888 -0.50570 1.17615
C -1.12585 -0.90438 -0.23375
N -2.86596 -1.05112 1.48713
H -0.26060 3.20930 0.44983
H 0.92742 3.09201 1.74839
H -0.75515 3.34038 2.18045
H -2.11670 1.26183 2.23952
H -2.12026 1.44034 0.50189
H -0.82192 -0.85018 1.94278
H -1.00642 -1.98684 -0.30380
H -0.15137 -0.52988 -0.57249
H -1.80924 -0.41574 -0.93283
H -2.91159 -2.04505 1.29162
H -3.43307 -0.61419 0.75696



Entry 3:
102
Properties=species:S:1:pos:R:3 method="wB97M-V/def2-TZVPD" energy_ha=-1733.409294 multiplicity=2 charge=+1 lumo_ev="-3.23 / -8.83" homo_lumo_gap_ev="6.76 / 1.15" s_squared=0.757 homo_ev="-9.99 / -9.98" e_above_lowest_ev=1.689
C -3.19534 -0.52061 -4.86856
C -3.06353 -1.96884 -4.39747
C -1.61174 -2.22955 -3.73850
O -0.64821 -2.37404 -4.76073
C 0.57772 -2.80251 -4.36652
N -4.16113 -2.23851 -3.43062
H -2.19086 -0.23320 -5.17922
H -3.61629 0.27553 -4.25450
H -3.76793 -0.28391 -5.76534
H -3.23116 -2.56277 -5.29595
H -1.77759 -3.20307 -3.27716
H -1.33270 -1.40050 -3.08819
H 0.61832 -3.86176 -4.11266
H 0.87803 -2.28360 -3.45622
H 1.30139 -2.50572 -5.12568
H -3.91551 -2.87593 -2.68666
H -4.24953 -1.27753 -3.13263
C 1.40247 0.99361 -2.57323
C 1.43571 0.73678 -1.05757
C 2.59000 1.38280 -0.23632
O 2.43329 0.84472 1.12362
C 3.19875 1.49613 2.16220
N 0.14519 1.29379 -0.61455
H 1.16623 2.03678 -2.78322
H 0.70589 0.28369 -3.01919
H 2.38289 0.75994 -2.98831
H 1.53223 -0.33755 -0.90074
H 2.54852 2.47018 -0.29945
H 3.62334 1.12685 -0.47040
H 4.27644 1.33284 2.16711
H 2.73801 0.92355 2.96718
H 2.92025 2.53617 2.33209
H 0.09266 0.94911 0.33336
H 0.16555 2.30240 -0.66343
C -3.02800 4.78798 0.93643
C -1.56079 4.71065 0.45714
C -0.65523 3.75208 1.33200
O -0.84930 4.30991 2.69200
C -0.32637 3.45965 3.73822
N -1.40986 4.24539 -0.96012
H -3.17141 4.87535 2.01342
H -3.50663 3.86472 0.60992
H -3.46103 5.66190 0.44976
H -1.11716 5.70599 0.43301
H 0.35313 3.83934 0.92742
H -0.93940 2.70612 1.21662
H -0.00802 3.90575 4.68043
H 0.51882 2.85828 3.40338
H -1.02113 2.63940 3.91875
H -2.04641 3.47538 -1.10845
H -1.75544 5.06198 -1.44370
C 9.31254 0.19898 1.38933
C 7.86134 -0.28780 1.54537
C 7.14176 0.32649 2.78257
O 7.90229 -0.09391 3.99060
C 7.71072 -1.37355 4.37438
N 7.04409 0.10438 0.41402
H 9.31589 1.27874 1.24036
H 9.80079 -0.29988 0.55215
H 9.90210 0.18496 2.30602
H 7.69000 -1.36341 1.58779
H 6.10541 -0.00462 2.84937
H 7.19501 1.41466 2.74879
H 8.28432 -2.06280 3.75469
H 6.65348 -1.62812 4.44872
H 8.12285 -1.35130 5.38322
H 6.31657 -0.54777 0.15804
H 7.57232 0.30293 -0.42362
C -3.33244 0.66953 1.12636
C -3.57920 0.53979 -0.38524
C -5.06242 0.43523 -0.75934
O -5.15809 -0.22675 -2.08598
C -6.57551 -0.41537 -2.31178
N -2.98118 1.61546 -1.19018
H -3.95279 -0.07371 1.62722
H -3.71443 1.64059 1.44138
H -2.25477 0.62199 1.28281
H -3.00379 -0.32872 -0.70571
H -5.57393 1.39701 -0.72154
H -5.54433 -0.22839 -0.04138
H -7.22894 0.45523 -2.25544
H -6.84881 -1.14443 -1.54897
H -6.66044 -0.80763 -3.32520
H -3.31089 1.47255 -2.13409
H -1.98701 1.44616 -1.13470
C -4.17888 -4.36331 1.89146
C -2.89332 -4.04610 1.02435
C -1.84033 -3.11886 1.74512
O -0.79016 -2.74695 0.85402
C 0.29829 -1.96898 1.61039
N -2.15120 -5.29484 0.71725
H -4.82261 -5.06616 1.36257
H -4.60551 -3.46188 2.33135
H -3.73075 -4.88909 2.73457
H -3.23249 -3.54201 0.11939
H -1.28942 -3.66161 2.51325
H -2.36396 -2.26860 2.18212
H 1.15016 -1.96036 0.93044
H 0.76765 -2.44852 2.46936
H -0.04696 -0.94171 1.72713
H -1.28511 -4.87341 0.41330
H -2.13547 -5.85882 1.55497



Entry 4:
117
Properties=species:S:1:pos:R:3 method="wB97M-V/def2-TZVPD" energy_ha=-3773.744360 multiplicity=2 lumo_ev="-0.15 / -3.45" homo_lumo_gap_ev="8.28 / 4.93" s_squared=0.763 homo_ev="-8.43 / -8.37"
In 0.99137 1.47347 -4.01659
Na -0.83472 -2.39666 -3.32374
Na -1.19827 -1.52217 1.05688
Na 2.20646 -2.10585 -1.66056
P -0.03986 -0.39519 -1.17416
O -0.82743 -0.21139 -2.57174
O 1.39076 0.20731 -1.44239
O 0.04034 -1.92185 -0.87977
O -0.67413 0.44726 -0.09414
S 1.81094 -2.00697 -4.72240
O 2.40398 -2.50497 -5.93956
O 0.56209 -1.27718 -4.96996
O 1.49713 -2.96823 -3.73059
O 2.65352 -0.98526 -4.11052
C -4.57543 1.80192 1.05733
C -4.13655 0.36920 1.49208
C -5.37413 -0.57813 1.58683
O -6.52546 -0.07323 2.25315
C -6.34964 0.25874 3.63281
N -3.22403 -0.20431 0.54806
H -5.07122 1.86187 0.08847
H -3.72898 2.48828 1.08061
H -5.33080 2.15122 1.76126
H -3.71444 0.40904 2.49625
H -5.03262 -1.51649 2.02379
H -5.74297 -0.84753 0.59715
H -7.29526 0.37442 4.16246
H -5.75057 1.14714 3.83273
H -5.86586 -0.59856 4.10087
H -2.46814 0.42152 0.30918
H -3.70721 -0.28329 -0.33534
C -3.14066 -5.64464 -1.34118
C -2.36219 -4.54010 -0.54723
C -2.05146 -4.95483 0.94765
O -1.61282 -3.76722 1.61501
C -0.82533 -4.03287 2.76477
N -1.18860 -4.18645 -1.27459
H -2.54535 -6.53056 -1.56223
H -3.48825 -5.20760 -2.27728
H -4.02887 -5.98323 -0.80776
H -2.95463 -3.62591 -0.58439
H -1.49689 -5.89224 0.99028
H -2.98211 -5.18648 1.46565
H -0.77360 -3.20227 3.46872
H 0.17276 -4.30476 2.42124
H -1.13530 -4.87195 3.38763
H -0.64465 -3.45641 -0.83725
H -0.69742 -5.05375 -1.43775
C -0.57441 3.45026 2.71073
C 0.75392 2.91701 2.12310
C 1.93662 3.38177 3.05159
O 3.17852 3.06112 2.47298
C 4.25913 3.40343 3.29835
N 0.66743 1.54512 2.07146
H -0.39237 4.52352 2.65539
H -0.64415 3.14629 3.75517
H -1.49751 3.10992 2.24152
H 0.86709 3.15215 1.06480
H 1.75173 2.82116 3.96791
H 1.92236 4.45504 3.24131
H 4.67321 4.35473 2.96421
H 5.06711 2.67182 3.29332
H 4.06369 3.48200 4.36781
H 1.58513 1.23622 1.78422
H 0.08587 1.34457 1.27042
C 2.87568 -1.50747 3.75013
C 2.79343 -1.65766 2.20341
C 3.37675 -2.99279 1.70648
O 3.05483 -3.13893 0.31294
C 3.72022 -4.25817 -0.19018
N 1.42848 -1.52693 1.83162
H 2.42740 -2.37608 4.23247
H 2.31418 -0.65794 4.13888
H 3.90004 -1.60445 4.10984
H 3.28988 -0.82275 1.70887
H 2.81975 -3.71719 2.30071
H 4.41431 -3.23835 1.93289
H 3.38785 -5.24332 0.13708
H 4.80132 -4.12026 -0.17294
H 3.32093 -4.28386 -1.20409
H 1.22396 -0.56655 2.06814
H 1.38878 -1.57617 0.82360
C 4.89066 1.56211 -0.07666
C 4.26995 2.20071 -1.37548
C 4.47990 1.36110 -2.66033
O 3.86995 1.99214 -3.81813
C 4.74054 2.95459 -4.46492
N 2.78762 2.55223 -1.37464
H 4.49823 0.55597 0.07091
H 4.80450 2.27377 0.74444
H 5.96057 1.45023 -0.25238
H 4.82122 3.11688 -1.58726
H 3.93764 0.44916 -2.41048
H 5.43251 0.90932 -2.93694
H 5.18350 3.66926 -3.77128
H 4.37602 3.64141 -5.22879
H 5.59154 2.41677 -4.88281
H 2.40448 1.70350 -0.98354
H 2.62391 3.08210 -0.53053
C -5.27941 0.97398 -3.27644
C -3.80752 1.05563 -2.83022
O -3.45250 -0.20517 -2.27490
H -5.56544 1.88177 -3.80767
H -5.81005 1.04899 -2.32729
H -5.46929 0.11167 -3.91556
H -3.71302 1.76368 -2.00690
H -3.17924 1.35258 -3.66998
H -2.49416 -0.26073 -2.26485
C -0.69445 5.06441 -1.77567
C -1.32486 3.75095 -1.20725
O -0.48982 2.74243 -1.63145
H -0.83371 5.09603 -2.85628
H 0.38370 5.06404 -1.61534
H -1.20270 5.99927 -1.53944
H -2.23570 3.54657 -1.77001
H -1.43463 3.81852 -0.12490
H -0.64418 1.96445 -1.09060